No. 1
A single C11H17NOS molecule. Source: the OMol25 dataset; level of theory: ωB97M-V/def2-TZVPD.

Element x y z (Å)
C -3.4724 2.2732 -0.1585
O -3.9197 0.8939 -0.2555
N -3.0579 0.3165 0.6881
C -2.7307 -0.9801 0.1287
C -2.3332 -1.9508 1.2690
C -1.8003 -0.7496 -1.0677
C -0.3908 -0.3550 -0.7158
C -0.0192 0.7743 -0.0088
C 1.2972 0.7038 0.4391
C 2.3034 -0.2080 -0.0084
S 3.9359 -0.0571 0.7712
C 4.7269 1.2531 -0.3782
C 1.8418 -1.2441 -0.8454
C 0.5180 -1.2639 -1.0903
H -3.8613 2.9378 -0.9566
H -2.3148 2.4018 -0.1096
H -3.9458 2.5736 0.9052
H -3.4973 0.0594 1.6564
H -3.7381 -1.3452 -0.0721
H -1.6267 -1.4750 1.9668
H -1.7597 -2.7839 0.8184
H -3.2736 -2.3865 1.7064
H -2.1846 0.1593 -1.6628
H -1.6918 -1.6160 -1.6085
H -0.6820 1.4867 0.4201
H 1.5605 1.4557 1.0786
H 4.5678 0.8525 -1.4562
H 4.2398 2.3767 -0.2426
H 5.7557 1.3299 0.0251
H 2.6386 -1.9501 -1.2312
H -0.0432 -2.0491 -1.7319

Its HOMO energy is -0.31855 hartree. The total energy is -957.35788 Ha. Its SMILES is CON[C@H](C)Cc1ccc(SC)cc1. For the LUMO energy, the calculation gives 0.847 eV.

---

No. 2
A molecular structure, C27H33MoN7OS. Source: the OMol25 dataset; level of theory: ωB97M-V/def2-TZVPD.

Element x y z (Å)
Mo 0.6125 0.5006 -0.8105
C 0.8287 -5.9645 -0.5213
C 0.3327 -4.5439 -0.5504
C -0.2638 -3.9599 0.5687
C -0.7002 -2.6491 0.5437
C -0.5743 -1.8783 -0.6079
N -1.0158 -0.5176 -0.6755
C -2.3802 -0.1736 -0.5416
C -3.3234 -1.1021 -0.1070
C -4.6385 -0.7465 0.1191
C -5.0718 0.5630 -0.0606
C -6.4922 0.9762 0.2160
C -4.1483 1.4782 -0.5396
C -2.8391 1.1177 -0.8197
N -2.0120 2.0976 -1.4618
C -2.4271 3.1986 -2.1210
C -1.3269 3.8355 -2.6462
C -0.2503 3.0483 -2.2600
N -0.6714 1.9920 -1.5575
C 0.0643 -2.4483 -1.7160
C 0.5074 -3.7580 -1.6838
N 0.3444 -1.6587 -2.8797
C 0.3624 -2.0249 -4.1729
C 0.8124 -0.9541 -4.9138
C 1.0574 0.0504 -3.9824
N 0.7689 -0.3724 -2.7506
H 0.3432 -6.5372 0.2671
H 0.6493 -6.4655 -1.4724
H 1.9052 -5.9880 -0.3364
H -0.3884 -4.5471 1.4708
H -1.1651 -2.2072 1.4165
H -3.0219 -2.1266 0.0543
H -5.3378 -1.5008 0.4596
H -7.0108 0.2286 0.8134
H -6.5317 1.9274 0.7476
H -7.0454 1.0981 -0.7178
H -4.4677 2.5014 -0.6921
H -3.4701 3.4466 -2.2056
H -1.3127 4.7381 -3.2332
H 0.8034 3.1975 -2.4449
H 1.0293 -4.1666 -2.5426
H 0.0354 -3.0068 -4.4768
H 0.9384 -0.9071 -5.9820
H 1.4177 1.0532 -4.1448
S 2.7969 -0.6442 -0.4348
C 3.3137 -0.1322 1.1550
N 4.3859 0.6276 1.2714
C 4.9817 1.0188 2.5582
C 4.6028 -0.0029 3.6148
C 3.0994 -0.2163 3.5991
N 2.6843 -0.5591 2.2330
H 4.8330 0.9090 0.4136
H 4.6277 2.0139 2.8296
H 6.0594 1.0698 2.4255
H 4.9195 0.3460 4.5948
H 5.1088 -0.9489 3.4143
H 2.5728 0.6828 3.9255
H 2.8097 -1.0345 4.2531
H 1.8864 -1.1552 2.0812
C -0.5875 2.4778 2.3133
C 0.5380 2.7362 1.3312
C 1.7630 3.3441 1.9771
O 0.9105 1.4738 0.7337
H -1.0297 3.4208 2.6374
H -0.2171 1.9512 3.1953
H -1.3695 1.8734 1.8502
H 0.1791 3.4056 0.5479
H 2.0768 2.7414 2.8326
H 1.5407 4.3505 2.3328
H 2.5878 3.4064 1.2661

As for the total charge: +2. The expectation value of S² is 2.027. Its HOMO energy (alpha / beta) is -0.49267 / -0.49726 hartree. The total energy is -1973.15325 Ha. As for the spin multiplicity: 3. For the LUMO energy (alpha / beta), the calculation gives -6.666 / -6.221 eV.

---

No. 3
A molecular structure, C38H27Cl2N6O8SSn. Source: the OMol25 dataset; level of theory: ωB97M-V/def2-TZVPD.

Element x y z (Å)
Sn -0.0846 0.3764 -0.0739
N 1.7615 0.9028 4.1001
C 1.1435 1.1413 2.9541
N 0.5393 0.2303 2.2404
C 0.5964 -1.0874 2.6548
N 0.0344 -2.0354 1.9706
N -0.5706 -1.5811 0.8321
C -1.4518 -2.3303 0.2994
C -2.2132 -1.8467 -0.8518
C -3.1848 -2.6167 -1.4651
C -3.9008 -2.0579 -2.5147
C -3.6244 -0.7588 -2.9009
C -2.6296 -0.0573 -2.2319
N -1.9437 -0.5972 -1.2362
C 1.2804 -1.4204 3.8948
C 1.3842 -2.7291 4.3707
C 2.0652 -2.9812 5.5407
C 2.6532 -1.9326 6.2522
C 2.5615 -0.6346 5.7971
C 1.8731 -0.3897 4.6146
H 2.2499 1.6600 4.5522
H 1.1561 2.1639 2.6045
H -1.6686 -3.2967 0.7422
H -3.3741 -3.6255 -1.1247
H -4.6674 -2.6306 -3.0185
H -4.1656 -0.2842 -3.7066
H -2.3685 0.9577 -2.5023
H 0.9290 -3.5265 3.8014
H 2.1495 -3.9937 5.9098
H 3.1888 -2.1383 7.1690
H 3.0197 0.1815 6.3416
Cl -4.2203 1.9640 2.3310
C -2.8250 2.9058 1.9628
C -2.7600 4.2426 2.4047
C -1.6794 5.0269 2.1244
Cl -1.6355 6.6681 2.6720
C -0.5905 4.5055 1.3827
C 0.5748 5.2140 1.0152
C 1.5525 4.5924 0.2867
C 1.3968 3.2445 -0.0718
N 0.3247 2.5653 0.2719
C -0.6748 3.1658 0.9675
C -1.8025 2.3397 1.2352
O -1.8163 1.1087 0.7672
H -3.5895 4.6446 2.9695
H 0.6783 6.2490 1.3119
H 2.4501 5.1150 -0.0094
H 2.1549 2.7115 -0.6266
O 0.6244 -1.1082 -1.7882
C 0.6644 -0.1057 -2.5308
O 0.2171 1.0161 -2.0547
C 1.2162 -0.1497 -3.8904
C 1.2385 1.0001 -4.6696
C 1.8004 0.9961 -5.9466
C 2.3250 -0.1958 -6.3825
O 2.9512 -0.4524 -7.5577
C 3.1577 -1.8686 -7.5905
O 2.9357 -2.3589 -6.2690
C 2.3056 -1.3471 -5.6020
C 1.7594 -1.3634 -4.3516
H 0.8179 1.9111 -4.2680
H 1.8310 1.8831 -6.5627
H 4.1821 -2.0766 -7.8891
H 2.4365 -2.3206 -8.2762
H 1.7489 -2.2490 -3.7325
C 7.4921 -0.3753 -3.5308
C 6.4320 -0.2018 -2.4794
C 5.2733 -0.9762 -2.4959
C 4.3061 -0.8335 -1.5165
C 4.4969 0.1036 -0.5104
C 5.6363 0.8910 -0.4725
C 6.5975 0.7302 -1.4577
S 3.2677 0.2761 0.7355
O 3.2802 -0.8736 1.6023
O 2.0107 0.2842 -0.1147
O 3.4434 1.5617 1.3817
H 7.1217 -0.9549 -4.3750
H 8.3572 -0.8987 -3.1195
H 7.8396 0.5891 -3.9015
H 5.1259 -1.6996 -3.2891
H 3.4026 -1.4304 -1.5362
H 5.7600 1.6210 0.3158
H 7.4906 1.3431 -1.4359

As for the total charge: +1. Its HOMO energy is -0.38544 hartree. The total energy is -3927.56610 Ha. For the LUMO energy, the calculation gives -3.496 eV.

---

Relative energy (zero: lowest compared OMol25 entry of this formula, charge and spin) for the records above, in order: 107.37, 7.70, 0.00 kcal per mole
F_max for the records above, in order: 4.74, 0.88, 0.09 eV/Å